# 1
The ion C4H12N3 with charge +1 in a non-equilibrium geometry, computed with ωB97M-V with the def2-TZVPD basis set.

Output
Structure (SMILES): N/C=[NH+]\CCCN
Orbital gap in eV: 10.7
Electronic energy in eV: -8807.077
ΔE to the lowest compared entry with this formula, charge and spin in kJ/mol: 63.4
2S+1: 1
Total charge: +1

Cartesian coordinates (Å):
C 0.550 -1.731 0.962
C 0.376 -0.309 1.521
C 0.174 0.840 0.501
N -0.228 2.504 -1.784
C -0.339 1.173 -1.837
N -0.172 0.383 -0.830
N -0.647 -2.213 0.239
H 0.784 -2.357 1.804
H 1.393 -1.709 0.285
H -0.330 -0.253 2.333
H 1.341 -0.131 1.999
H -0.610 1.558 0.798
H 1.054 1.467 0.485
H -0.465 3.049 -2.584
H 0.254 2.900 -1.017
H -0.660 0.794 -2.790
H -0.513 -0.622 -0.867
H -1.445 -2.178 0.867
H -0.517 -3.165 -0.086

What are the Mulliken partial charges on each atom? They are as follows, in elementary charge units: number 1, C, carries -0.823; number 2, C, carries -0.717; number 3, C, carries -0.711; number 4, N, carries -0.291; number 5, C, carries 0.143; number 6, N, carries 0.011; number 7, N, carries -0.606; number 8, H, carries 0.439; number 9, H, carries 0.363; number 10, H, carries 0.416; number 11, H, carries 0.327; number 12, H, carries 0.450; number 13, H, carries 0.412; number 14, H, carries 0.237; number 15, H, carries 0.199; number 16, H, carries 0.373; number 17, H, carries 0.341; number 18, H, carries 0.210; number 19, H, carries 0.226

# 2
The ion C4H12N3 with charge +1 in a non-equilibrium geometry, computed with ωB97M-V with the def2-TZVPD basis set.

Output
Orbital gap (spin up / spin down) in eV: 8.6 / 8.9
Electronic energy in eV: -8801.103
ΔE to the lowest compared entry with this formula, charge and spin in kJ/mol: 639.8
2S+1: 1
Total charge: +1

Cartesian coordinates (Å):
C -1.283 0.597 0.483
C -1.505 2.009 -0.030
C 2.054 -1.298 -0.036
C 0.611 -0.797 -0.473
N -2.687 -1.539 -0.644
N -2.184 -0.378 -0.082
N 0.196 0.310 0.490
H -2.579 2.025 0.106
H -1.256 1.980 -1.101
H -0.980 2.532 0.678
H 2.394 -2.247 -0.514
H 2.813 -0.623 -0.250
H 1.914 -1.593 0.962
H 0.017 -1.649 -0.264
H 0.251 -0.525 -1.474
H -1.998 -2.315 -0.445
H -2.965 0.318 -0.217
H 0.627 1.093 0.021
H 0.575 0.277 1.443

What are the Mulliken partial charges on each atom? They are as follows, in elementary charge units: number 1, C, carries 0.366; number 2, C, carries -1.353; number 3, C, carries -1.321; number 4, C, carries -0.439; number 5, N, carries -0.745; number 6, N, carries 0.238; number 7, N, carries -0.120; number 8, H, carries 0.449; number 9, H, carries 0.386; number 10, H, carries 0.407; number 11, H, carries 0.372; number 12, H, carries 0.376; number 13, H, carries 0.422; number 14, H, carries 0.220; number 15, H, carries 0.472; number 16, H, carries 0.275; number 17, H, carries 0.230; number 18, H, carries 0.385; number 19, H, carries 0.381

# 3
A cluster of 3 separate species, C4H12N3 in total in a non-equilibrium geometry, computed with ωB97M-V with the def2-TZVPD basis set.

Output
Orbital gap (spin up / spin down) in eV: 5.9 / 9.5
Electronic energy in eV: -8801.551
ΔE to the lowest compared entry with this formula, charge and spin in kJ/mol: 596.6
2S+1: 1
Total charge: +1

Cartesian coordinates (Å):
C -0.412 -0.820 -0.824
C -0.279 -4.557 0.296
C 0.191 1.374 0.044
C 0.366 -3.281 0.448
N -0.401 0.395 -0.283
N 0.585 2.504 0.486
N 0.137 4.935 -0.272
H -1.282 -1.341 -0.837
H 0.271 -1.075 -1.547
H -1.306 -4.440 -0.094
H -0.330 -5.102 1.194
H 0.243 -5.124 -0.487
H 0.892 -2.801 -0.408
H 0.191 -2.780 1.386
H 0.965 2.607 1.464
H 0.360 3.456 -0.095
H -0.754 5.216 -0.698
H 0.623 5.870 -0.457
H -0.061 4.963 0.683

What are the Mulliken partial charges on each atom? They are as follows, in elementary charge units: number 1, C, carries -0.706; number 2, C, carries -0.718; number 3, C, carries 0.461; number 4, C, carries -0.665; number 5, N, carries -0.083; number 6, N, carries -0.472; number 7, N, carries -0.857; number 8, H, carries 0.418; number 9, H, carries 0.477; number 10, H, carries 0.223; number 11, H, carries 0.319; number 12, H, carries 0.284; number 13, H, carries 0.387; number 14, H, carries 0.343; number 15, H, carries 0.274; number 16, H, carries 0.452; number 17, H, carries 0.289; number 18, H, carries 0.292; number 19, H, carries 0.283

# 4
A cluster of 2 separate species, C4H12N3O in total in a non-equilibrium geometry, computed with ωB97M-V with the def2-TZVPD basis set.

Output
Orbital gap in eV: 4.7
Electronic energy in eV: -10848.884
ΔE to the lowest compared entry with this formula, charge and spin in kJ/mol: 599.1
2S+1: 1
Total charge: +1

Cartesian coordinates (Å):
C 2.304 -2.103 -0.637
C 1.475 -1.170 -1.080
O 0.266 -1.043 -0.449
C 1.714 -0.181 -2.182
H 3.289 -2.238 -1.055
H 1.967 -2.706 0.198
H -0.307 -0.463 0.053
H 2.527 -0.449 -2.850
H 0.796 -0.058 -2.761
H 1.907 0.814 -1.761
N -1.535 -0.364 1.316
C -1.379 0.895 0.796
N -0.183 1.841 0.730
N -2.477 1.667 1.138
H -1.163 -0.336 2.268
H -2.544 -0.506 1.339
H 0.187 1.747 1.682
H 0.437 1.283 0.131
H -2.266 2.001 2.085
H -2.451 2.531 0.596

What are the Mulliken partial charges on each atom? They are as follows, in elementary charge units: number 1, C, carries -0.901; number 2, C, carries 0.755; number 3, O, carries -0.555; number 4, C, carries -1.099; number 5, H, carries 0.289; number 6, H, carries 0.261; number 7, H, carries 0.551; number 8, H, carries 0.370; number 9, H, carries 0.302; number 10, H, carries 0.291; number 11, N, carries -0.348; number 12, C, carries 0.337; number 13, N, carries -0.497; number 14, N, carries -0.581; number 15, H, carries 0.320; number 16, H, carries 0.314; number 17, H, carries 0.359; number 18, H, carries 0.147; number 19, H, carries 0.352; number 20, H, carries 0.332

# 5
A structure of composition C4H12N3S in a non-equilibrium geometry, computed with ωB97M-V with the def2-TZVPD basis set.

Output
Orbital gap in eV: 9.4
Electronic energy in eV: -19637.563
ΔE to the lowest compared entry with this formula, charge and spin in kJ/mol: 430.5
2S+1: 1
Total charge: +1

Cartesian coordinates (Å):
C -2.202 2.480 -0.410
C 1.576 -2.966 0.981
C -0.991 2.267 0.459
C 1.178 -2.782 -0.508
N -0.480 0.017 0.448
N -0.198 1.115 0.153
N 0.408 -1.859 -0.787
S 1.321 1.466 -0.764
H -2.617 1.446 -0.520
H -2.861 3.262 0.132
H -1.777 2.825 -1.316
H 1.329 -2.054 1.514
H 2.643 -3.122 1.171
H 1.039 -3.958 1.177
H -1.191 2.055 1.510
H -0.148 3.142 0.358
H 1.477 -3.604 -1.205
H -0.087 -1.061 -0.005
H 0.239 -1.480 -1.742
H 1.341 2.812 -0.645

What are the Mulliken partial charges on each atom? They are as follows, in elementary charge units: number 1, C, carries -0.906; number 2, C, carries -0.943; number 3, C, carries -0.260; number 4, C, carries 0.105; number 5, N, carries -0.819; number 6, N, carries 0.622; number 7, N, carries -0.337; number 8, S, carries -0.084; number 9, H, carries 0.306; number 10, H, carries 0.304; number 11, H, carries 0.300; number 12, H, carries 0.300; number 13, H, carries 0.338; number 14, H, carries 0.267; number 15, H, carries 0.271; number 16, H, carries 0.240; number 17, H, carries 0.364; number 18, H, carries 0.459; number 19, H, carries 0.274; number 20, H, carries 0.196

# 6
The molecule C4H12N4 in a non-equilibrium geometry, computed with ωB97M-V with the def2-TZVPD basis set.

Output
Structure (SMILES): [H]/N=C(/C)N(N)[C@H](C)N
Orbital gap in eV: 9.2
Electronic energy in eV: -10300.261
ΔE to the lowest compared entry with this formula, charge and spin in kJ/mol: 290.5
2S+1: 1
Total charge: 0

Cartesian coordinates (Å):
C 0.702 -0.394 0.041
C 2.098 -0.027 1.247
C -2.008 -1.484 -0.665
N -0.309 0.374 0.584
C -1.736 -0.059 -0.309
N -0.179 1.758 0.628
N 1.098 -0.156 -1.297
N -2.533 0.856 -0.606
H 0.522 -1.453 0.208
H 0.521 2.166 0.012
H 0.024 2.039 1.581
H 1.818 -0.785 -1.624
H 1.341 0.803 -1.504
H -2.197 1.793 -0.368
H 1.734 -0.038 2.270
H 2.824 -0.819 1.083
H 2.524 0.939 0.982
H -1.912 -2.120 0.215
H -3.024 -1.571 -1.051
H -1.307 -1.822 -1.427

What are the Mulliken partial charges on each atom? They are as follows, in elementary charge units: number 1, C, carries -0.501; number 2, C, carries -1.108; number 3, C, carries -1.102; number 4, N, carries 0.112; number 5, C, carries 0.631; number 6, N, carries -0.603; number 7, N, carries -0.428; number 8, N, carries -0.655; number 9, H, carries 0.493; number 10, H, carries 0.197; number 11, H, carries 0.243; number 12, H, carries 0.245; number 13, H, carries 0.197; number 14, H, carries 0.342; number 15, H, carries 0.325; number 16, H, carries 0.398; number 17, H, carries 0.287; number 18, H, carries 0.318; number 19, H, carries 0.328; number 20, H, carries 0.282

Q: electronic energy of number 6 (C4H12N4)?
A: -10300.261 eV

Q: Which value of 2S+1 does entry 1 give?
A: 1

Q: Which value of ΔE to the lowest compared entry with this formula, charge and spin does entry 5 give?
A: 430.5 kJ/mol